(1)
{
  "formula": "C2H4Cl4",
  "method": "ωB97M-V/def2-TZVPD",
  "elements": ["C", "Cl", "Cl", "H", "H", "C", "Cl", "Cl", "H", "H"],
  "positions_angstrom": [[0.54155, -1.07239, 2.43079], [-0.45933, 0.18578, 3.14618], [1.03564, -0.63802, 0.79842], [1.42072, -1.19357, 3.05752], [0.05267, -2.04068, 2.38544], [-0.62479, 0.88180, -2.26726], [0.39196, 2.18987, -1.67619], [-0.34688, 0.56205, -4.01383], [-0.34899, -0.02174, -1.74043], [-1.66254, 1.14691, -2.12064]],
  "e_lumo_ev": 0.777,
  "relative_energy_kj_mol": 9.6,
  "homo_energy_ev": -10.9,
  "orbital_gap_ev": 11.7,
  "mol_weight_g_mol": 169.87,
  "energy_ev": -52228.4835
}


(2)
{
  "formula": "C2H4ClF",
  "method": "ωB97M-V/def2-TZVPD",
  "elements": ["C", "C", "F", "Cl", "H", "H", "H", "H"],
  "positions_angstrom": [[1.32594, 0.14102, -1.13444], [-1.87104, -0.70390, 1.60319], [-3.14417, -0.57946, 1.25761], [-1.45268, 0.55239, 2.56407], [1.63838, -0.87878, -1.10030], [1.86088, 0.86279, -1.71492], [0.23789, 0.01740, -1.25584], [1.40481, 0.58854, -0.21936]],
  "e_lumo_ev": -0.486,
  "relative_energy_kj_mol": 326.1,
  "homo_energy_ev": -10.2,
  "orbital_gap_ev": 9.7,
  "mol_weight_g_mol": 82.51,
  "energy_ev": -17375.5400
}


(3)
{
  "formula": "C2H4ClF",
  "method": "ωB97M-V/def2-TZVPD",
  "elements": ["C", "C", "H", "H", "H", "H", "F", "Cl"],
  "positions_angstrom": [[0.81841, -0.15650, -0.04777], [-0.79404, 0.15636, 0.24799], [1.77954, 0.33162, 0.92288], [1.13525, 0.41893, -1.14915], [-1.52808, -0.86421, 0.02399], [-1.44535, 0.85619, 1.34344], [-0.80244, 1.21449, -1.14322], [0.83670, -1.95689, -0.19816]],
  "e_lumo_ev": 0.481,
  "relative_energy_kj_mol": 552.9,
  "homo_energy_ev": -10.8,
  "orbital_gap_ev": 11.3,
  "mol_weight_g_mol": 82.50,
  "energy_ev": -17373.1900
}


(4)
{
  "formula": "C2H4ClI",
  "method": "ωB97M-V/def2-TZVPD",
  "elements": ["C", "C", "Cl", "I", "H", "H", "H", "H"],
  "positions_angstrom": [[0.27637, -0.07027, 0.27456], [-0.42231, 1.25118, 0.09906], [-1.34477, 1.76035, 1.46435], [0.87772, 2.78328, -0.65409], [1.16066, 0.02348, 0.90518], [0.58273, -0.45754, -0.69569], [-0.40136, -0.78783, 0.73540], [-1.36637, 0.93741, -1.19547]],
  "e_lumo_ev": 0.012,
  "relative_energy_kj_mol": 183.1,
  "homo_energy_ev": -9.5,
  "orbital_gap_ev": 9.5,
  "mol_weight_g_mol": 190.41,
  "energy_ev": -22759.8316
}


(5)
{
  "formula": "C2H4ClI",
  "method": "ωB97M-V/def2-TZVPD",
  "elements": ["C", "C", "Cl", "I", "H", "H", "H", "H"],
  "positions_angstrom": [[0.10340, -0.34449, -0.28021], [-0.96777, 0.26584, 0.45737], [-1.12212, 2.96232, 0.01397], [-2.96409, -0.14845, -0.03817], [-0.05312, -1.51202, -0.39851], [1.10715, -0.34385, 0.18803], [0.21767, -0.02703, -1.27636], [-0.88905, 0.93721, 1.20255]],
  "e_lumo_ev": [-2.213, -2.277],
  "relative_energy_kj_mol": 250.3,
  "homo_energy_ev": [-9.2, -9.2],
  "orbital_gap_ev": [7.0, 6.9],
  "mol_weight_g_mol": 190.41,
  "energy_ev": -22759.1351
}


(6)
{
  "formula": "C2H4ClN3O2",
  "method": "ωB97M-V/def2-TZVPD",
  "elements": ["C", "C", "N", "N", "N", "O", "O", "Cl", "H", "H", "H", "H"],
  "positions_angstrom": [[-0.49941, 0.50785, 0.29082], [0.50099, -0.44401, -0.29173], [2.72879, 0.10864, -0.80094], [1.91638, -0.15663, 0.00277], [-1.90283, 0.53723, -0.16982], [-2.72945, 0.92533, 0.60139], [-2.03259, 0.16143, -1.29808], [0.45578, -2.12617, 0.49677], [-0.61540, 0.28031, 1.34922], [0.38057, -0.71801, -1.44032], [-0.20089, 1.55331, 0.23406], [1.99805, -0.62928, 1.02585]],
  "e_lumo_ev": -0.102,
  "relative_energy_kj_mol": 488.3,
  "homo_energy_ev": -8.9,
  "orbital_gap_ev": 8.8,
  "mol_weight_g_mol": 137.53,
  "energy_ev": -23220.4532
}


(7)
{
  "formula": "C2H4ClNO3",
  "method": "ωB97M-V/def2-TZVPD",
  "elements": ["C", "C", "N", "O", "O", "O", "Cl", "H", "H", "H", "H"],
  "positions_angstrom": [[-0.46658, 0.50033, -1.14174], [-0.29116, 0.00129, 0.31127], [1.11209, -0.46740, 0.48960], [1.98612, -0.14264, -0.19401], [1.12342, -1.19383, 1.49315], [-1.02640, -1.00423, 0.75452], [-0.35003, 1.51029, 1.31050], [-1.53932, 0.67889, -1.35409], [-0.04864, 1.45756, -1.19143], [-0.10121, -0.12481, -1.98031], [-0.39830, -1.21544, 1.50253]],
  "e_lumo_ev": -0.534,
  "relative_energy_kj_mol": 396.0,
  "homo_energy_ev": -11.5,
  "orbital_gap_ev": 11.0,
  "mol_weight_g_mol": 125.51,
  "energy_ev": -22290.4628
}


(8)
{
  "formula": "C2H4ClNS2",
  "method": "ωB97M-V/def2-TZVPD",
  "elements": ["C", "C", "H", "H", "H", "H", "N", "S", "S", "Cl"],
  "positions_angstrom": [[0.29663, -0.34288, 0.33494], [1.35389, 0.45679, -0.54870], [-2.59369, -0.30728, 1.56870], [-1.11743, 0.31692, -0.85754], [2.04216, -0.19285, -0.99473], [1.82145, 1.08237, 0.17825], [-0.95318, -0.15794, -0.01588], [-2.36268, -1.10091, 0.52092], [0.90288, -1.28335, 1.56919], [0.60998, 1.52914, -1.75516]],
  "e_lumo_ev": 0.275,
  "relative_energy_kj_mol": 19.7,
  "homo_energy_ev": -8.6,
  "orbital_gap_ev": 8.9,
  "mol_weight_g_mol": 141.65,
  "energy_ev": -37821.1937
}